ORCA calculation (the ωB97M-V functional and the def2-TZVPD basis) on the molecule C5H11NO2 at a distorted geometry.

```
! wB97M-V def2-TZVPD RIJCOSX def2/J DEFGRID3
* xyz 0 1
C 1.193 -0.112 -1.558
C 0.576 -0.307 -0.191
C 1.484 -0.354 1.104
C 0.680 0.396 2.266
O -0.429 -0.027 2.606
N -0.487 0.639 0.033
C -1.826 0.036 -0.132
O -2.246 0.269 -1.466
H 0.550 -0.499 -2.275
H 1.307 0.949 -1.939
H 2.078 -0.608 -1.796
H 0.206 -1.451 -0.368
H 2.465 0.089 1.000
H 1.394 -1.375 1.514
H 1.151 1.081 2.904
H -0.474 1.398 -0.624
H -1.952 -1.095 -0.089
H -2.462 0.565 0.605
H -3.208 0.408 -1.596
*
```

Summary:
HOMO-LUMO gap: 9.835 eV

ORCA calculation (the ωB97M-V functional and the def2-TZVPD basis) on a structure of composition C5H11NO2.

```
! wB97M-V def2-TZVPD RIJCOSX def2/J DEFGRID3
* xyz 0 1
C 0.079 1.616 1.228
C -0.853 1.096 -2.168
O -0.671 0.833 0.329
N -0.624 1.842 -1.229
H 1.132 1.705 0.937
H 0.020 1.167 2.225
H -0.349 2.620 1.270
H -0.879 1.566 -3.153
H -0.950 -0.221 -1.827
C -0.457 -1.642 1.185
C 1.301 -0.755 -0.454
C -0.159 -0.949 -0.114
O -0.993 -1.175 -1.068
H -1.509 -1.512 1.429
H -0.258 -2.710 1.054
H 1.697 -1.738 -0.723
H 1.875 -0.377 0.391
H 1.427 -0.093 -1.308
H 0.168 -1.272 1.997
*
```

Summary:
HOMO-LUMO gap: 9.187 eV

ORCA calculation (the ωB97M-V functional and the def2-TZVPD basis) on the molecule C5H11NO2 at a distorted geometry.

```
! wB97M-V def2-TZVPD RIJCOSX def2/J DEFGRID3
* xyz 0 1
C -1.214 2.393 -0.181
C -1.125 0.949 -0.689
C -0.611 -0.020 0.414
C 0.486 -0.914 -0.186
N 1.729 -0.233 -0.402
C 0.798 -2.041 0.824
O 0.589 -1.954 2.002
O 1.289 -3.126 0.207
H -0.232 2.862 -0.136
H -1.736 2.482 0.776
H -1.745 3.069 -0.868
H -0.425 1.008 -1.494
H -2.111 0.614 -0.998
H -1.422 -0.701 0.641
H -0.312 0.506 1.316
H 0.140 -1.396 -1.097
H 1.889 0.173 -1.300
H 2.239 0.078 0.399
H 1.774 -3.749 0.770
*
```

Summary:
HOMO-LUMO gap: 9.854 eV

ORCA calculation (the ωB97M-V functional and the def2-TZVPD basis) on the molecule C5H11NO2 at a distorted geometry.

```
! wB97M-V def2-TZVPD RIJCOSX def2/J DEFGRID3
* xyz 0 1
C -1.943 0.720 -1.471
N -0.573 0.394 -0.995
C -0.574 -0.228 0.321
C -0.527 -1.779 0.243
O -1.214 -2.428 -0.483
C 0.554 0.295 1.223
C 1.958 -0.070 0.745
O 2.738 1.140 0.552
H -2.549 1.189 -0.698
H -1.810 1.455 -2.264
H -2.505 -0.153 -1.814
H -0.223 -0.211 -1.723
H -1.495 0.021 0.875
H 0.216 -2.171 0.957
H 0.632 1.380 1.199
H 0.291 -0.104 2.214
H 2.111 -0.570 -0.239
H 2.614 -0.594 1.437
H 2.300 1.715 -0.078
*
```

Summary:
HOMO-LUMO gap: 10.014 eV

ORCA calculation (the ωB97M-V functional and the def2-TZVPD basis) on the ion C5H11NO2 with charge +1 at a distorted geometry.

```
! wB97M-V def2-TZVPD RIJCOSX def2/J DEFGRID3
* xyz 1 2
C 0.330 1.359 -0.712
N 0.285 -0.014 -0.280
C -0.130 -1.059 -1.173
C -0.461 -0.879 -2.660
C 0.289 -0.272 1.189
C -0.202 0.822 2.159
O 0.212 0.575 3.486
O 1.005 2.152 -0.137
H -0.305 1.620 -1.582
H 0.738 -1.750 -1.111
H -0.971 -1.601 -0.701
H -0.584 -1.900 -3.051
H 0.340 -0.443 -3.248
H -1.391 -0.327 -2.762
H -0.388 -1.122 1.291
H 1.284 -0.630 1.494
H 0.073 1.864 2.005
H -1.285 0.838 2.189
H 1.163 0.766 3.606
*
```

Summary:
HOMO-LUMO gap (spin up / spin down): 10.834 / 6.319 eV
<S²>: 0.762

ORCA calculation (the ωB97M-V functional and the def2-TZVPD basis) on the ion C5H11NO2 with charge +1 at a distorted geometry.

```
! wB97M-V def2-TZVPD RIJCOSX def2/J DEFGRID3
* xyz 1 2
C 0.950 1.546 -1.151
C -0.141 0.579 -1.773
N -0.099 -0.699 -1.047
C -0.128 0.620 1.345
C -0.671 -0.504 0.403
C -0.265 -1.705 1.059
O -1.057 -1.968 2.066
O 0.756 -2.304 0.871
H 0.658 2.215 -0.380
H 1.434 2.125 -2.028
H 1.763 0.817 -0.903
H -1.213 0.876 -2.066
H 0.322 0.162 -2.910
H 0.874 -1.209 -1.026
H -0.444 1.544 0.910
H -0.666 0.433 2.357
H 0.973 0.443 1.499
H -1.716 -0.273 0.305
H -1.330 -2.697 2.469
*
```

Summary:
HOMO-LUMO gap (spin up / spin down): 12.319 / 7.177 eV
<S²>: 0.755